The following is a DFT calculation (wB97M-V/def2-TZVPD) of a molecular structure, C22H35O3Pt.

The calculation puts the total energy at -1204.0238 Ha. For the energy above the lowest of the compared OMol25 structures with the same formula, charge and spin, the calculation gives 36.9 kcal/mol. For the largest force on an atom, the calculation gives 4.18 eV/Å. As for the expectation value of S²: 2.02.

Structure (ORCA input):
```
! wB97M-V def2-TZVPD RIJCOSX def2/J DEFGRID3
* xyz -1 3
O 2.453 -0.404 -0.637
C 2.246 -1.860 -0.673
C 3.701 -2.248 -0.624
H 1.725 -2.312 -1.481
H 1.684 -2.155 0.189
C 3.857 -0.631 -0.441
H 4.053 -2.813 -1.497
H 3.905 -2.741 0.295
C 4.485 -0.033 -1.707
H 3.874 -0.307 -2.616
H 5.551 -0.413 -1.775
H 4.354 1.070 -1.795
C 4.327 -0.281 1.012
H 3.907 -0.890 1.838
H 4.096 0.716 1.386
H 5.410 -0.458 1.092
Pt -1.386 0.849 0.944
C -0.478 -0.017 3.787
C -1.595 -0.442 2.952
C -1.010 -1.100 1.736
H -2.624 -0.608 3.257
C 0.450 -0.980 1.957
C 0.739 -0.280 3.115
H 1.787 -0.043 3.390
H -0.544 0.355 4.812
H -1.599 -1.766 1.086
H 1.272 -1.393 1.415
C -0.546 2.953 2.012
C 0.729 2.331 2.005
C 1.011 1.877 0.704
H 1.400 2.281 2.866
C -0.095 2.200 -0.172
C -1.068 2.959 0.667
H -1.941 3.502 0.354
H -0.998 3.395 2.903
H 1.934 1.395 0.431
H -0.188 2.035 -1.239
O -0.316 0.250 -2.314
C 0.737 -0.411 -3.159
C 0.179 -1.151 -4.385
H 1.138 -1.261 -2.524
H 1.630 0.206 -3.276
C -1.293 -1.211 -4.047
H 0.673 -2.117 -4.325
H 0.588 -0.781 -5.357
C -1.490 -0.454 -2.725
H -1.548 -2.274 -3.926
H -1.969 -0.798 -4.793
H -1.706 -1.025 -1.817
H -2.366 0.174 -2.732
C -4.995 -0.522 1.005
C -4.373 0.874 0.728
C -4.136 1.746 1.985
O -3.143 0.414 0.090
H -4.225 -1.023 1.600
H -5.083 -1.078 0.059
H -5.966 -0.588 1.498
H -5.009 1.402 -0.041
H -3.216 1.398 2.508
H -3.985 2.813 1.748
H -5.005 1.680 2.655
*
```

Atom charges from the Löwdin analysis, given in e for atoms 1 to 2: atom 1 (O): -0.120, atom 2 (C): -0.185